DFT (ωB97M-V with the def2-TZVPD basis set) results for a cluster of 2 separate species, C4H12S2 in total at a distorted geometry.

Computed properties:
energy above the lowest of the compared OMol25 structures with the same formula, charge and spin	114.0	kJ/mol

ORCA input file:
```
! RIJCOSX wB97M-V def2-TZVPD def2/J DEFGRID3
* xyz 0 1
C 2.83 -0.02 -1.71
C 2.84 0.40 -0.25
S 1.99 2.04 -0.05
H 3.41 -0.91 -1.86
H 3.00 0.84 -2.35
H 1.76 -0.17 -2.00
H 2.29 -0.39 0.31
H 3.83 0.54 0.17
H 0.68 1.94 -0.34
C -1.43 0.27 -0.33
C -2.58 -0.79 -0.12
S -2.74 -1.88 1.42
H -0.55 0.07 0.29
H -1.96 1.21 -0.15
H -1.04 0.22 -1.34
H -3.57 -0.37 -0.13
H -2.37 -1.44 -0.99
H -1.83 -2.70 0.88
*
```